No. 1
DFT (wB97M-V/def2-TZVPD) results for a 13-piece molecular cluster, C83H180F12N9O12S2 overall.

Element x y z (Å)
C  -25.08  -7.96  12.99
C  -24.06  -7.51  13.95
C  -23.34  -6.18  13.62
C  -24.26  -5.05  13.63
N  -23.62  -3.69  13.33
C  -22.21  -3.53  13.90
C  -21.97  -2.04  13.77
C  -23.41  -1.39  13.98
C  -24.40  -2.51  13.91
C  -23.52  -3.68  11.88
H  -25.39  -9.01  13.14
H  -24.71  -7.92  11.94
H  -25.95  -7.27  12.94
H  -23.37  -8.29  14.14
H  -24.58  -7.38  14.89
H  -22.93  -6.35  12.58
H  -22.52  -5.97  14.32
H  -24.67  -4.94  14.65
H  -25.07  -5.10  12.91
H  -21.50  -4.16  13.36
H  -22.19  -3.75  15.01
H  -21.46  -1.76  12.86
H  -21.40  -1.79  14.62
H  -23.54  -0.54  13.26
H  -23.31  -0.96  15.01
H  -25.21  -2.20  13.20
H  -24.83  -2.83  14.84
H  -23.05  -2.77  11.42
H  -24.52  -3.67  11.38
H  -23.01  -4.59  11.62
C  -28.09  -11.61  19.43
C  -28.38  -12.28  18.07
C  -27.29  -13.31  17.65
C  -27.28  -14.51  18.62
N  -26.50  -15.75  18.29
C  -26.77  -16.22  16.90
C  -26.71  -17.75  16.92
C  -26.48  -18.18  18.41
C  -26.96  -16.92  19.16
C  -25.05  -15.51  18.47
H  -27.28  -10.91  19.29
H  -27.95  -12.34  20.22
H  -28.90  -10.97  19.77
H  -28.42  -11.50  17.26
H  -29.36  -12.79  18.12
H  -26.29  -12.88  17.48
H  -27.51  -13.61  16.63
H  -28.29  -14.78  18.81
H  -26.84  -14.17  19.56
H  -26.12  -15.71  16.22
H  -27.79  -15.94  16.63
H  -25.89  -18.13  16.30
H  -27.72  -18.18  16.66
H  -25.43  -18.33  18.63
H  -27.10  -19.00  18.77
H  -26.50  -16.80  20.16
H  -28.03  -16.91  19.31
H  -24.85  -14.64  17.83
H  -24.52  -16.39  18.08
H  -24.78  -15.23  19.51
C  -26.43  -10.20  7.35
C  -27.86  -9.92  6.96
C  -28.03  -9.72  5.40
C  -27.38  -10.90  4.71
N  -27.21  -10.72  3.12
C  -26.96  -12.08  2.48
C  -25.70  -12.04  1.64
C  -25.49  -10.50  1.55
C  -26.02  -9.90  2.83
C  -28.40  -10.22  2.48
H  -25.79  -9.43  6.88
H  -26.10  -11.19  7.00
H  -26.32  -10.15  8.44
H  -28.27  -9.00  7.37
H  -28.49  -10.71  7.32
H  -27.59  -8.80  5.09
H  -29.11  -9.68  5.18
H  -27.86  -11.88  4.89
H  -26.38  -11.00  5.00
H  -27.84  -12.20  1.88
H  -26.92  -12.70  3.37
H  -25.87  -12.61  0.73
H  -24.89  -12.51  2.22
H  -26.06  -10.07  0.74
H  -24.46  -10.21  1.36
H  -26.26  -8.83  2.75
H  -25.39  -10.05  3.75
H  -28.17  -9.96  1.46
H  -28.78  -9.30  2.96
H  -29.19  -10.99  2.60
C  -17.29  -10.12  13.26
C  -18.12  -10.13  12.02
C  -19.33  -11.08  12.02
C  -19.77  -11.33  10.54
N  -21.16  -11.95  10.32
C  -21.48  -12.26  8.87
C  -23.02  -12.20  8.81
C  -23.45  -11.37  9.99
C  -22.20  -10.94  10.78
C  -21.37  -13.17  11.20
H  -17.73  -9.75  14.21
H  -16.37  -9.55  13.12
H  -16.96  -11.11  13.50
H  -17.40  -10.53  11.24
H  -18.48  -9.11  11.70
H  -20.11  -10.56  12.56
H  -19.12  -12.01  12.53
H  -19.07  -12.07  10.14
H  -19.74  -10.37  9.96
H  -20.94  -13.18  8.57
H  -21.12  -11.52  8.21
H  -23.44  -13.17  8.75
H  -23.35  -11.71  7.84
H  -24.05  -11.96  10.70
H  -24.01  -10.49  9.63
H  -22.30  -10.99  11.87
H  -21.85  -9.95  10.48
H  -21.41  -12.85  12.22
H  -20.51  -13.81  11.07
H  -22.24  -13.70  10.85
C  -30.09  -14.09  14.92
C  -29.75  -12.63  14.73
C  -30.25  -11.99  13.38
C  -29.76  -10.58  13.28
N  -29.88  -9.98  11.96
C  -29.91  -8.47  11.96
C  -30.39  -8.05  10.60
C  -31.38  -9.17  10.12
C  -31.10  -10.37  11.09
C  -28.63  -10.44  11.20
H  -29.40  -14.69  14.32
H  -31.13  -14.43  14.64
H  -30.01  -14.35  16.00
H  -28.64  -12.52  14.80
H  -30.12  -12.13  15.55
H  -31.35  -12.03  13.40
H  -29.83  -12.55  12.54
H  -28.70  -10.63  13.48
H  -30.34  -9.99  14.02
H  -28.87  -8.11  12.30
H  -30.67  -8.18  12.75
H  -29.59  -7.86  9.85
H  -30.83  -7.09  10.69
H  -31.11  -9.52  9.15
H  -32.38  -8.84  10.29
H  -30.87  -11.26  10.55
H  -31.89  -10.51  11.78
H  -28.73  -10.15  10.16
H  -28.56  -11.52  11.18
H  -27.79  -10.01  11.71
C  -32.64  -14.53  18.17
C  -32.92  -13.11  18.72
C  -34.40  -12.67  18.58
C  -34.73  -11.36  19.16
N  -36.10  -11.20  19.70
C  -36.27  -9.69  20.12
C  -36.53  -9.73  21.59
C  -37.32  -11.03  21.78
C  -36.37  -11.92  20.99
C  -37.26  -11.48  18.73
H  -31.58  -14.74  18.00
H  -33.14  -14.67  17.19
H  -33.08  -15.31  18.84
H  -32.26  -12.36  18.24
H  -32.65  -13.10  19.72
H  -34.94  -13.38  19.21
H  -34.72  -12.76  17.50
H  -34.66  -10.56  18.33
H  -34.06  -11.05  20.01
H  -37.06  -9.28  19.49
H  -35.36  -9.23  19.80
H  -36.98  -8.79  21.90
H  -35.62  -9.79  22.18
H  -38.37  -10.95  21.53
H  -37.29  -11.44  22.78
H  -36.73  -12.96  20.78
H  -35.36  -12.06  21.50
H  -37.28  -12.50  18.44
H  -37.21  -10.76  17.94
H  -38.14  -11.37  19.39
C  -29.71  -4.40  7.00
C  -30.21  -3.20  7.88
C  -29.28  -1.97  7.89
C  -29.55  -1.13  9.16
N  -29.10  0.31  9.13
C  -29.32  0.94  10.49
C  -29.77  2.34  10.31
C  -30.80  2.17  9.15
C  -30.04  1.19  8.23
C  -27.67  0.48  8.62
H  -30.51  -5.22  6.99
H  -28.80  -4.84  7.33
H  -29.68  -4.07  5.94
H  -30.35  -3.51  8.87
H  -31.21  -2.97  7.51
H  -29.35  -1.34  7.02
H  -28.28  -2.36  7.85
H  -29.06  -1.61  9.99
H  -30.61  -1.12  9.46
H  -28.41  0.68  11.04
H  -30.15  0.37  10.99
H  -28.88  2.96  10.14
H  -30.29  2.74  11.18
H  -31.19  3.02  8.59
H  -31.68  1.71  9.64
H  -29.48  1.57  7.36
H  -30.68  0.47  7.81
H  -27.28  1.42  9.02
H  -27.69  0.39  7.51
H  -27.09  -0.41  8.95
C  -31.74  -4.56  13.01
N  -33.10  -4.48  13.54
C  -32.97  -4.33  15.02
C  -33.83  -3.33  13.01
C  -33.76  -5.82  13.29
C  -33.79  -6.25  11.83
O  -34.77  -5.47  11.12
H  -31.78  -4.62  11.91
H  -31.21  -5.49  13.32
H  -31.13  -3.71  13.42
H  -32.34  -3.45  15.19
H  -32.63  -5.33  15.35
H  -34.02  -4.24  15.40
H  -33.86  -3.30  11.92
H  -33.25  -2.48  13.36
H  -34.81  -3.29  13.38
H  -34.78  -5.68  13.67
H  -33.18  -6.55  13.91
H  -34.10  -7.25  11.96
H  -32.79  -6.18  11.33
H  -35.20  -6.03  10.45
C  -25.67  -16.08  9.55
N  -27.11  -15.79  9.35
C  -27.76  -17.10  9.45
C  -27.71  -14.86  10.36
C  -27.44  -15.34  7.99
C  -26.94  -13.93  7.58
O  -27.63  -12.81  7.98
H  -25.17  -15.12  9.73
H  -25.20  -16.48  8.70
H  -25.46  -16.76  10.35
H  -27.24  -17.87  8.89
H  -28.80  -17.06  9.09
H  -27.76  -17.41  10.48
H  -28.68  -14.53  10.08
H  -27.16  -13.90  10.50
H  -27.73  -15.45  11.29
H  -28.54  -15.28  7.89
H  -27.14  -16.10  7.19
H  -26.98  -14.02  6.51
H  -25.90  -13.88  7.95
H  -28.52  -13.01  8.45
C  -24.57  -14.91  13.33
F  -25.57  -15.77  13.12
F  -23.88  -15.41  14.36
F  -23.78  -14.97  12.24
S  -25.19  -13.16  13.75
O  -26.09  -13.46  14.84
O  -24.00  -12.41  14.15
O  -25.79  -12.71  12.51
C  -28.08  -3.89  13.34
F  -26.96  -3.55  13.93
F  -28.62  -4.95  13.93
F  -28.98  -2.88  13.55
S  -27.80  -4.20  11.55
O  -29.11  -4.08  10.95
O  -26.98  -3.00  11.30
O  -27.14  -5.50  11.65
C  -33.11  -8.20  15.59
O  -32.70  -8.47  17.00
O  -32.19  -7.65  14.82
C  -33.52  -9.60  15.17
F  -32.48  -10.47  15.25
F  -34.49  -10.13  15.92
F  -33.86  -9.67  13.88
C  -31.87  -7.55  17.76
C  -30.39  -7.73  17.62
H  -30.01  -7.61  16.61
H  -29.84  -7.02  18.22
H  -30.10  -8.79  17.96
H  -32.07  -7.76  18.82
H  -32.15  -6.52  17.58
H  -33.97  -7.48  15.70
C  -30.94  -13.50  8.39
O  -30.98  -14.91  8.72
O  -29.87  -12.98  9.05
C  -30.80  -13.30  6.80
F  -30.21  -12.17  6.41
F  -30.05  -14.35  6.29
F  -32.05  -13.29  6.31
C  -32.18  -15.71  8.44
C  -31.91  -17.19  8.80
H  -32.75  -17.86  8.72
H  -31.15  -17.53  8.02
H  -31.38  -17.27  9.71
H  -32.46  -15.64  7.37
H  -33.09  -15.35  9.00
H  -31.97  -13.06  8.54

## Properties
HOMO = -15.10 eV
Lowest unoccupied orbital energy = -7.05 eV
2S+1 = 1
Total charge = +5
HOMO-LUMO gap = 8.05 eV

Atomic partial charges in e from the Mulliken method, atoms 1 to 5:
1. C -0.498
2. C -1.293
3. C -0.261
4. C -0.493
5. N 0.531

---

No. 2
DFT (wB97M-V/def2-TZVPD) results for CH3Br2NO2S as an isolated structure.

Element x y z (Å)
C  0.26  -0.26  -1.32
N  0.63  0.22  1.43
O  -1.53  0.96  0.43
O  -0.94  -1.49  0.57
S  -0.58  -0.16  0.32
Br  1.43  1.19  -1.32
Br  -1.04  -0.13  -2.61
H  0.91  -1.24  -1.45
H  0.32  1.14  1.67
H  0.52  -0.24  2.28

## Properties
HOMO = -10.48 eV
Relative energy (zero: lowest compared OMol25 entry of this formula, charge and spin) = 34.1 kJ/mol
Lowest unoccupied orbital energy = 0.49 eV
2S+1 = 1
Total charge = 0
HOMO-LUMO gap = 10.97 eV

Atomic partial charges in e from the Mulliken method, atoms 1 to 5:
1. C -0.329
2. N -0.570
3. O -0.573
4. O -0.570
5. S 1.073

---

No. 3
DFT (wB97M-V/def2-TZVPD) results for a 3-piece molecular cluster, C29H47ClN3O4 overall.

Element x y z (Å)
C  8.61  -7.22  2.69
C  9.07  -6.01  2.94
O  9.18  -4.59  3.26
C  9.12  -3.86  2.00
O  10.16  -3.69  1.29
C  7.68  -3.33  1.51
C  7.44  -2.12  0.51
C  5.94  -1.73  0.15
N  4.76  -2.45  0.65
C  4.97  -3.60  1.56
C  3.70  -4.48  2.12
C  4.08  -6.04  1.77
C  4.31  -6.30  0.19
Cl  6.07  -6.52  -0.31
C  6.40  -4.09  2.05
H  8.08  -8.25  2.65
H  8.36  -1.58  0.09
H  5.79  -0.83  -0.56
H  3.81  -2.13  0.37
H  3.51  -4.30  3.24
H  2.75  -4.17  1.55
H  4.91  -6.46  2.45
H  3.12  -6.64  2.06
H  3.82  -5.50  -0.49
H  3.77  -7.30  -0.06
H  6.50  -4.97  2.77
C  -1.46  -2.37  -1.58
C  -0.38  -1.68  -0.72
C  -0.98  -0.51  0.09
C  -1.23  0.75  -0.72
C  0.04  1.16  -1.46
C  0.61  0.03  -2.34
N  0.76  -1.27  -1.59
O  1.87  -1.15  -0.79
C  -0.30  -0.16  -3.58
C  1.96  0.51  -2.96
C  0.00  -2.80  0.31
H  -1.83  -1.78  -2.41
H  -1.09  -3.32  -1.99
H  -2.34  -2.61  -0.97
H  -0.31  -0.25  0.92
H  -1.92  -0.82  0.56
H  -2.05  0.59  -1.42
H  -1.54  1.56  -0.06
H  -0.18  2.04  -2.08
H  0.79  1.48  -0.73
H  -0.07  -1.09  -4.11
H  -0.17  0.66  -4.30
H  -1.36  -0.15  -3.35
H  2.69  0.81  -2.20
H  1.80  1.39  -3.60
H  2.40  -0.27  -3.58
H  0.47  -3.65  -0.19
H  -0.90  -3.17  0.82
H  0.67  -2.44  1.09
C  -5.25  6.77  -0.50
C  -5.20  5.29  -0.95
C  -6.60  4.65  -0.92
C  -7.08  4.27  0.47
C  -6.05  3.40  1.17
C  -4.65  4.06  1.22
N  -4.19  4.55  -0.12
O  -3.79  3.45  -0.85
C  -4.68  5.22  2.25
C  -3.65  3.05  1.85
C  -4.79  5.42  -2.45
H  -5.47  6.92  0.56
H  -4.30  7.28  -0.70
H  -6.04  7.31  -1.03
H  -6.61  3.75  -1.54
H  -7.34  5.33  -1.38
H  -7.30  5.17  1.05
H  -8.03  3.72  0.39
H  -6.39  3.18  2.18
H  -5.99  2.43  0.65
H  -3.79  5.85  2.16
H  -4.70  4.83  3.28
H  -5.57  5.85  2.18
H  -3.60  2.10  1.30
H  -3.94  2.79  2.87
H  -2.64  3.48  1.89
H  -3.78  5.83  -2.56
H  -5.47  6.09  -2.98
H  -4.83  4.46  -2.98

## Properties
HOMO (alpha / beta) = -10.43 / -11.06 eV
Lowest unoccupied orbital energy (alpha / beta) = -5.17 / -5.18 eV
2S+1 = 3
Total charge = +1
HOMO-LUMO gap (alpha / beta) = 5.26 / 5.89 eV

Atomic partial charges in e from the Mulliken method, atoms 1 to 5:
1. C -0.149
2. C -0.121
3. O -0.259
4. C 0.356
5. O -0.428

---

No. 4
DFT (wB97M-V/def2-TZVPD) results for a 2-piece molecular cluster, CH5N3O overall.

Element x y z (Å)
C  -0.16  0.18  0.49
H  2.36  0.59  0.68
H  -1.64  -0.68  -1.09
H  -2.75  0.57  -1.01
H  0.55  0.64  1.13
H  0.14  -0.81  0.13
N  2.39  -0.45  0.54
N  -2.13  -0.04  -0.48
N  -1.30  0.70  0.28
O  2.54  -0.71  -0.67

## Properties
HOMO = -9.32 eV
SMILES = C=NN.N=O
Relative energy (zero: lowest compared OMol25 entry of this formula, charge and spin) = 433.0 kJ/mol
Lowest unoccupied orbital energy = -0.89 eV
2S+1 = 1
Total charge = 0
HOMO-LUMO gap = 8.43 eV

Atomic partial charges in e from the Mulliken method, atoms 1 to 5:
1. C -0.427
2. H 0.290
3. H 0.235
4. H 0.259
5. H 0.341

---

No. 5
DFT (wB97M-V/def2-TZVPD) results for C30H25Cl3CoIN4O7S2 as an isolated structure.

Element x y z (Å)
Co  2.05  0.49  0.13
C  5.78  -0.99  2.34
C  5.74  0.33  1.59
N  6.92  0.84  1.20
C  6.89  1.92  0.41
C  5.75  2.51  -0.15
C  5.91  3.39  -1.36
O  4.72  3.70  -2.03
C  4.54  2.22  0.52
C  3.40  3.07  0.28
N  2.14  2.73  0.39
C  1.10  3.63  -0.10
C  1.33  4.49  -1.21
C  0.48  5.54  -1.55
C  -0.65  5.75  -0.71
C  -0.88  4.91  0.38
C  -0.06  3.83  0.75
I  -0.46  2.78  2.52
C  4.47  1.03  1.30
O  3.38  0.40  1.56
H  6.82  -1.27  2.49
H  5.32  -1.81  1.73
H  5.21  -0.89  3.31
H  7.82  2.35  0.12
H  6.64  2.91  -2.05
H  6.40  4.39  -1.19
H  4.21  2.92  -2.29
H  3.70  4.05  -0.17
H  2.19  4.23  -1.81
H  0.56  6.20  -2.48
H  -1.33  6.59  -0.91
H  -1.78  5.10  1.00
Cl  -5.20  -5.26  4.27
C  -4.31  -4.65  2.95
C  -3.64  -3.42  3.00
C  -3.06  -2.87  1.83
C  -3.37  -3.47  0.61
C  -3.04  -2.73  -0.72
C  -1.70  -3.17  -1.38
N  -0.53  -2.68  -0.64
C  -0.08  -3.17  0.63
C  0.95  -2.36  1.00
N  1.16  -1.41  0.07
C  0.24  -1.63  -0.93
O  -2.92  -1.30  -0.68
C  -3.95  -0.43  -0.20
C  -5.41  -0.76  -0.55
C  -6.47  -0.56  0.33
Cl  -6.37  0.15  1.90
S  -8.02  -0.91  -0.32
C  -7.28  -1.36  -1.82
C  -5.92  -1.17  -1.85
C  -3.87  -4.80  0.56
Cl  -4.11  -5.75  -0.84
C  -4.21  -5.40  1.80
H  -3.69  -2.82  3.91
H  -2.35  -2.01  1.89
H  -3.82  -3.10  -1.43
H  -1.65  -2.68  -2.39
H  -1.71  -4.23  -1.55
H  -0.51  -4.06  1.08
H  1.67  -2.45  1.83
H  0.25  -1.04  -1.82
H  -3.72  0.56  -0.60
H  -3.86  -0.31  0.91
H  -7.94  -1.72  -2.64
H  -5.28  -1.36  -2.72
H  -4.51  -6.42  1.71
O  2.48  1.98  -2.91
S  1.96  0.71  -2.39
O  1.47  -0.32  -3.28
O  0.92  0.98  -1.29
O  3.08  0.10  -1.35

## Properties
HOMO (alpha / beta) = -8.20 / -8.56 eV
Relative energy (zero: lowest compared OMol25 entry of this formula, charge and spin) = 0.0 kJ/mol
Lowest unoccupied orbital energy (alpha / beta) = -0.98 / -3.13 eV
2S+1 = 5
Total charge = 0
HOMO-LUMO gap (alpha / beta) = 7.22 / 5.42 eV

Atomic partial charges in e from the Mulliken method, atoms 1 to 5:
1. Co 0.104
2. C -1.101
3. C 0.617
4. N -0.573
5. C -0.658